1.
The following is a quantum chemistry calculation of a 2-piece molecular cluster, C4H6N2O overall, from OMol25.

ORCA input file:
```
! RIJCOSX wB97M-V def2-TZVPD def2/J DEFGRID3
* xyz 0 1
C -1.763 -0.302 -0.468
C -0.438 -0.199 -0.327
C 0.671 -0.394 -1.240
C 1.745 -0.156 -0.467
O 3.051 -0.191 -0.744
N 1.359 0.182 0.862
N 0.104 0.159 0.954
H -2.491 1.241 2.469
H -2.413 -0.119 0.381
H -2.217 -0.569 -1.417
H 0.627 -0.673 -2.282
H 3.521 0.037 0.072
H -1.790 1.044 2.309
*
```

Results
HOMO ... -9.1550 eV
HOMO-LUMO gap ... 8.356 eV
ΔE to the lowest compared entry with this formula, charge and spin ... 81.2 kcal/mol


2.
The following is a quantum chemistry calculation of a 2-piece molecular cluster, C2H6N2 overall, from OMol25.

ORCA input file:
```
! RIJCOSX wB97M-V def2-TZVPD def2/J DEFGRID3
* xyz 0 1
C -2.593 -2.410 0.198
N -1.905 -3.182 0.915
H -2.096 -1.650 -0.412
H -3.688 -2.336 0.285
H -2.135 -4.166 0.994
C 1.785 2.673 -0.810
N 2.849 3.048 -0.252
H 0.892 3.298 -0.729
H 1.600 1.687 -1.264
H 3.370 2.406 0.335
*
```

Results
HOMO ... -9.1825 eV
HOMO-LUMO gap ... 10.097 eV
ΔE to the lowest compared entry with this formula, charge and spin ... 90.5 kcal/mol


3.
The following is a quantum chemistry calculation of C41H37B2BrF4GeN6O5Ti as an isolated structure, from OMol25.

ORCA input file:
```
! RIJCOSX wB97M-V def2-TZVPD def2/J DEFGRID3
* xyz 1 2
Ti -0.476 -0.455 -1.614
C -1.292 -4.444 -3.392
C -0.763 -3.153 -2.876
N -1.441 -2.336 -2.155
O -2.669 -2.749 -1.761
B -3.715 -1.700 -1.481
F -4.093 -1.078 -2.641
F -4.733 -2.349 -0.844
O -3.154 -0.607 -0.544
N -1.876 -0.803 -0.159
C -1.637 -1.720 0.722
C -2.696 -2.456 1.459
C -0.189 -1.960 0.894
N 0.525 -1.203 0.120
O 1.924 -1.190 0.327
B 2.668 -2.011 -0.783
F 3.987 -1.803 -0.499
F 2.228 -3.312 -0.634
O 2.400 -1.561 -2.160
N 1.054 -1.765 -2.368
C 0.699 -2.816 -3.001
C 1.623 -3.750 -3.696
C 0.371 -2.982 1.816
H -2.378 -4.436 -3.372
H -0.945 -5.273 -2.771
H -0.939 -4.622 -4.407
H -3.624 -1.890 1.441
H -2.383 -2.654 2.484
H -2.900 -3.410 0.967
H 2.633 -3.351 -3.703
H 1.278 -3.908 -4.718
H 1.632 -4.717 -3.191
H -0.096 -3.943 1.582
H 0.134 -2.745 2.857
H 1.443 -3.072 1.692
Br -5.555 1.408 -6.742
C -4.035 0.948 -5.719
C -3.132 -0.002 -6.214
C -2.015 -0.351 -5.493
C -1.781 0.204 -4.222
O -0.708 -0.138 -3.541
C -2.699 1.159 -3.734
C -2.430 1.833 -2.508
N -1.538 1.442 -1.666
C -0.990 2.393 -0.781
C -1.614 3.391 -0.088
C -0.860 4.440 0.485
C 0.489 4.523 0.290
C 1.162 3.499 -0.422
C 2.524 3.565 -0.798
C 3.063 2.563 -1.551
C 2.271 1.442 -1.879
N 1.009 1.332 -1.537
C 0.435 2.383 -0.856
C -3.810 1.542 -4.502
H -3.316 -0.455 -7.178
H -1.302 -1.063 -5.886
H -2.925 2.791 -2.340
H -2.695 3.402 -0.012
H -1.378 5.214 1.035
H 1.052 5.371 0.657
H 3.112 4.431 -0.516
H 4.089 2.595 -1.890
H 2.695 0.612 -2.430
H -4.498 2.282 -4.115
C 4.145 0.633 1.185
Ge 2.326 0.459 1.816
C 2.300 -0.895 3.193
C 1.364 -0.907 4.228
C 1.432 -1.865 5.228
C 2.432 -2.824 5.204
C 3.366 -2.832 4.177
C 3.291 -1.883 3.172
C 1.502 2.049 2.562
C 2.411 3.021 2.895
C 1.980 4.177 3.586
C 0.666 4.329 3.917
C -0.293 3.345 3.578
C -1.662 3.483 3.922
C -2.564 2.513 3.593
C -2.146 1.362 2.886
C -0.835 1.220 2.538
C 0.125 2.192 2.878
H 4.732 0.508 2.096
H 4.347 1.604 0.739
H 4.395 -0.146 0.472
H 0.587 -0.154 4.279
H 0.705 -1.861 6.029
H 2.487 -3.567 5.989
H 4.146 -3.580 4.159
H 4.007 -1.924 2.360
H 3.464 2.916 2.665
H 2.704 4.935 3.851
H 0.340 5.208 4.459
H -1.980 4.372 4.452
H -3.603 2.619 3.873
H -2.869 0.607 2.609
H -0.519 0.357 1.972
*
```

Results
HOMO (alpha / beta) ... -10.0094 / -10.0611 eV
HOMO-LUMO gap (alpha / beta) ... 6.262 / 6.255 eV
ΔE to the lowest compared entry with this formula, charge and spin ... 0.0 kcal/mol


4.
The following is a quantum chemistry calculation of a 2-piece molecular cluster, C11H15N overall, from OMol25.

ORCA input file:
```
! RIJCOSX wB97M-V def2-TZVPD def2/J DEFGRID3
* xyz 0 1
C 0.013 2.854 0.420
C 1.088 3.476 1.309
H 0.419 2.714 -0.577
H -0.267 1.899 0.856
H -0.865 3.491 0.299
H 0.858 3.551 2.366
H 1.388 4.447 0.919
H 2.035 2.918 1.256
C -2.634 -2.184 0.768
C -0.495 -1.152 -0.369
C -1.167 -1.924 0.647
C 0.889 -1.355 -0.184
C -0.199 -2.617 1.289
C 0.077 0.286 -2.225
C 1.441 0.055 -2.016
C -0.871 -0.282 -1.396
C 1.857 -0.802 -1.000
N 1.066 -2.234 0.868
H -0.287 0.896 -3.039
H 2.190 0.395 -2.723
H -1.909 -0.292 -1.701
H 2.906 -1.049 -0.931
H -2.832 -3.024 1.429
H -3.010 -2.476 -0.220
H -0.325 -3.416 2.006
H 1.845 -2.868 0.902
H -3.211 -1.306 1.047
*
```

Results
HOMO ... -7.9116 eV
HOMO-LUMO gap ... 8.845 eV
ΔE to the lowest compared entry with this formula, charge and spin ... 8.2 kcal/mol


Q: Look up the ΔE to the lowest compared entry with this formula, charge and spin of the third one.
A: 0.0 kcal/mol


Q: Which of these has the highest ΔE to the lowest compared entry with this formula, charge and spin?
A: C2H6N2


Q: ΔE to the lowest compared entry with this formula, charge and spin of number 2 (C2H6N2)?
A: 90.5 kcal/mol


Q: Look up the ΔE to the lowest compared entry with this formula, charge and spin of the third one.
A: 0.0 kcal/mol